Entry 1:
An isolated molecule of C22H24N4O2. Source: OMol25; level of theory: ωB97M-V/def2-TZVPD.

XYZ file:
```
52
Properties=species:S:1:pos:R:3:mulliken_charge:R:1
C -5.128 -1.162 1.946 -1.429
C -5.785 -0.672 0.694 1.111
C -7.159 -0.768 0.515 -0.953
C -7.765 -0.314 -0.643 -0.529
C -7.003 0.249 -1.651 -0.863
C -5.632 0.348 -1.497 -0.155
C -5.033 -0.112 -0.336 -0.175
N -3.609 -0.002 -0.205 0.319
C -3.100 1.247 0.012 0.383
O -3.764 2.251 0.127 -0.637
N -1.720 1.308 0.112 -0.069
C -0.871 0.235 -0.013 0.651
C -1.424 -0.991 -0.232 -0.692
C -2.841 -1.176 -0.347 0.387
O -3.393 -2.241 -0.537 -0.643
H -0.832 -1.885 -0.302 0.436
N 0.468 0.502 0.026 0.183
C 1.432 -0.500 -0.385 -0.659
H 0.981 -1.148 -1.135 0.605
C 2.647 0.205 -1.014 -1.299
N 3.253 1.205 -0.161 0.136
C 2.248 2.149 0.274 -1.155
C 1.043 1.470 0.942 -0.461
H 0.310 2.220 1.236 0.425
H 1.375 0.953 1.855 0.241
H 2.699 2.864 0.964 0.481
H 1.903 2.691 -0.612 0.385
C 4.084 0.658 0.900 -0.548
C 5.289 -0.031 0.315 0.185
C 6.066 0.628 -0.630 -0.243
C 7.177 0.013 -1.176 -0.601
C 7.527 -1.267 -0.780 -0.372
C 6.759 -1.930 0.161 -0.615
C 5.643 -1.315 0.703 -0.333
H 5.046 -1.839 1.436 0.339
H 7.026 -2.929 0.472 0.383
H 8.397 -1.747 -1.205 0.380
H 7.773 0.534 -1.911 0.379
H 5.780 1.623 -0.936 0.387
H 4.422 1.501 1.512 0.431
H 3.548 -0.042 1.561 0.318
H 3.402 -0.537 -1.280 0.448
H 2.320 0.710 -1.928 0.370
H 1.747 -1.115 0.469 0.253
H -1.352 2.244 0.197 0.245
H -5.020 0.783 -2.272 0.430
H -7.471 0.608 -2.555 0.385
H -8.836 -0.399 -0.757 0.395
H -7.760 -1.204 1.299 0.360
H -4.460 -0.403 2.351 0.278
H -4.537 -2.051 1.724 0.284
H -5.871 -1.416 2.697 0.435
```

Computed properties:
**HOMO level**: -8.42 eV
**Frontier orbital gap**: 8.9 eV
**SMILES string**: Cc1ccccc1-n1c(=O)cc(N2CCN(Cc3ccccc3)CC2)[nH]c1=O
**2S+1**: 1

Entry 2:
C54H41CdI4N10O as an isolated structure. Source: OMol25; level of theory: ωB97M-V/def2-TZVPD.

XYZ file:
```
111
Properties=species:S:1:pos:R:3:mulliken_charge:R:1
Cd 0.240 0.528 0.228 3.634
I -4.135 -3.045 8.491 0.045
C -3.210 -2.276 6.756 -0.027
C -2.931 -0.921 6.684 -0.667
C -2.322 -0.425 5.542 0.173
C -1.993 -1.263 4.478 -0.749
C -2.283 -2.618 4.579 0.128
C -2.893 -3.131 5.716 -0.712
C -1.349 -0.665 3.272 0.606
C -2.203 -0.214 2.255 0.132
C -3.642 -0.378 2.255 -1.406
C -4.101 0.201 1.117 -1.185
C -2.946 0.757 0.440 0.616
C -2.971 1.548 -0.727 0.750
C -4.226 1.596 -1.521 -0.532
C -5.423 2.114 -1.032 -0.164
C -6.568 2.130 -1.815 -0.774
C -6.515 1.618 -3.099 -0.174
I -8.255 1.632 -4.294 0.033
C -5.337 1.112 -3.622 -0.882
C -4.199 1.108 -2.830 0.119
C -1.894 2.306 -1.221 0.230
N -0.613 2.276 -0.784 0.065
C 0.082 3.225 -1.459 0.298
C 1.468 3.457 -1.374 1.435
C 2.055 4.460 -2.296 -0.503
C 2.794 5.533 -1.796 -0.257
C 3.343 6.485 -2.641 -0.709
C 3.156 6.358 -4.007 -0.085
I 3.978 7.806 -5.304 0.033
C 2.438 5.300 -4.537 -0.842
C 1.893 4.357 -3.679 -0.304
C 2.368 2.772 -0.528 0.114
C 3.815 2.784 -0.669 -1.139
C 4.299 1.895 0.229 -1.376
C 3.154 1.363 0.941 0.253
N 2.017 1.925 0.458 -0.929
C 3.204 0.407 1.961 1.880
C 2.096 -0.105 2.670 -0.178
C 2.191 -0.860 3.902 -1.207
C 0.919 -1.105 4.307 -1.484
C 0.050 -0.539 3.295 0.326
N 0.797 0.072 2.346 -0.502
C 4.527 -0.187 2.291 -0.972
C 5.496 0.510 3.006 0.103
C 6.712 -0.083 3.316 -0.687
C 6.956 -1.376 2.888 -0.012
I 8.805 -2.281 3.353 0.030
C 6.015 -2.088 2.162 -0.760
C 4.799 -1.489 1.873 0.079
C -0.827 3.945 -2.333 -1.365
C -2.040 3.359 -2.207 -1.320
N -1.829 0.462 1.139 -0.155
H -3.183 -0.260 7.501 0.384
H -2.096 0.631 5.465 0.522
H -2.030 -3.282 3.761 0.538
H -3.115 -4.187 5.786 0.405
H -4.217 -0.876 3.019 0.480
H -5.126 0.254 0.788 0.554
H -5.453 2.532 -0.033 0.592
H -7.487 2.547 -1.427 0.394
H -5.302 0.727 -4.632 0.409
H -3.266 0.724 -3.223 0.519
H 2.928 5.622 -0.725 0.511
H 3.905 7.315 -2.236 0.374
H 2.308 5.204 -5.607 0.392
H 1.340 3.517 -4.080 0.724
H 4.372 3.358 -1.393 0.511
H 5.328 1.613 0.390 0.459
H 3.108 -1.124 4.405 0.503
H 0.595 -1.629 5.193 0.467
H 5.287 1.522 3.331 0.487
H 7.455 0.457 3.887 0.373
H 6.221 -3.094 1.825 0.394
H 4.049 -2.024 1.303 0.447
H -0.586 4.803 -2.938 0.560
H -2.956 3.632 -2.706 0.500
O 3.360 -1.833 -1.834 -0.842
C 2.453 -1.370 -1.187 0.546
N 1.556 -0.947 -0.544 -0.793
C 2.649 -0.980 -5.047 -1.156
C 2.094 0.448 -4.937 -0.450
C 1.104 0.532 -3.871 0.203
N 0.310 0.583 -3.043 -0.173
H 3.341 -1.044 -5.888 0.388
H 1.839 -1.690 -5.206 0.308
H 3.167 -1.258 -4.130 0.246
H 1.614 0.747 -5.870 0.341
H 2.896 1.157 -4.724 0.253
C -2.679 -2.228 -1.021 -0.501
N -1.221 -2.176 -0.970 0.886
C -0.707 -2.466 -2.310 -0.531
N -1.150 -3.781 -2.798 0.127
C -2.612 -3.798 -2.802 -0.691
N -3.177 -3.536 -1.477 0.141
C -2.659 -4.555 -0.561 -0.692
N -1.198 -4.557 -0.491 0.073
C -0.754 -3.222 -0.061 -0.319
C -0.683 -4.790 -1.843 -0.703
H -3.043 -1.455 -1.702 -0.065
H -3.079 -2.036 -0.022 -0.001
H 0.380 -2.446 -2.286 -0.128
H -1.059 -1.692 -2.994 0.111
H -2.954 -4.780 -3.143 0.376
H -2.974 -3.035 -3.496 0.323
H -2.996 -5.538 -0.903 0.362
H -3.066 -4.370 0.437 0.306
H 0.336 -3.193 -0.029 0.122
H -1.145 -3.025 0.941 -0.318
H -1.013 -5.777 -2.183 0.354
H 0.408 -4.769 -1.813 0.371
```

Computed properties:
**HOMO level**: -4.33 eV
**Frontier orbital gap**: 5.6 eV
**Total charge**: -1
**2S+1**: 1